# 1
ORCA calculation (ωB97M-V with the def2-TZVPD basis set) on 3 unconnected molecules or ions with the total composition C3H13N2O3 in a non-equilibrium geometry.

The HOMO-LUMO gap (alpha / beta) is 3.263 / 10.274 eV. Its HOMO energy (alpha / beta) is -2.98 / -10.13 eV. As for the multiplicity: 2. The net charge is 0. The expectation value of S² is 0.750. Its energy above the lowest of the compared OMol25 structures with the same formula, charge and spin is 51.2 kJ/mol.

Last columns: bonded neighbours and bond lengths (Å).
Element x y z (Å)
1 O -0.440 -0.138 2.037  C2 1.217
2 C -0.885 -0.053 0.908  O1 1.217, N3 1.359, C4 1.523
3 N -2.020 0.647 0.643  C2 1.359, H7 1.007, H8 1.015
4 C -0.076 -0.512 -0.298  C2 1.523, N5 1.470, H9 1.091, H10 1.085
5 N 1.137 -1.273 0.034  C4 1.470, C6 1.494, H11 1.044, H12 1.059
6 C 1.055 -2.481 0.910  N5 1.494, H13 1.078, H14 1.093, H15 1.084
7 H -2.707 0.788 1.367  N3 1.007
8 H -2.212 0.934 -0.312  N3 1.015
9 H -0.756 -0.977 -1.012  C4 1.091
10 H 0.177 0.375 -0.870  C4 1.085
11 H 1.900 -0.685 0.434  N5 1.044
12 H 1.599 -1.492 -0.893  N5 1.059
13 H 0.941 -2.122 1.921  C6 1.078
14 H 2.019 -2.993 0.942  C6 1.093
15 H 0.317 -3.180 0.532  C6 1.084
16 H -0.723 1.823 -2.696  O18 0.989
17 H -1.978 2.379 -2.203  O18 0.962
18 O -1.220 1.906 -1.845  H16 0.989, H17 0.962
19 H 1.432 2.386 0.938  O21 0.951
20 H 1.018 2.624 -0.585  O21 0.949
21 O 1.423 2.046 0.049  H19 0.951, H20 0.949

Atomic partial charges in e from the Löwdin method, atoms 1 to 5: 0.035 -0.538 0.159 -0.215 -0.048


# 2
ORCA calculation (ωB97M-V with the def2-TZVPD basis set) on 3 unconnected molecules or ions with the total composition C3H13N2O3 in a non-equilibrium geometry.

The HOMO-LUMO gap is 10.693 eV. Its HOMO energy is -13.67 eV. The net charge is +1. Its energy above the lowest of the compared OMol25 structures with the same formula, charge and spin is 62.3 kJ/mol.

Last columns: bonded neighbours and bond lengths (Å).
Element x y z (Å)
1 N 1.249 0.167 0.666  C2 1.508, H7 1.030, H8 1.020, H9 1.018
2 C -0.179 0.645 0.740  N1 1.508, C3 1.504, H10 1.087, H11 1.085
3 C -1.041 -0.553 0.452  C2 1.504, N4 1.349, O6 1.220
4 N -2.380 -0.398 0.412  C3 1.349, C5 1.470, H12 1.003
5 C -3.160 0.657 1.076  N4 1.470, H13 1.086, H14 1.068, H15 1.090
6 O -0.522 -1.607 0.122  C3 1.220
7 H 1.474 -0.103 -0.302  N1 1.030
8 H 1.365 -0.697 1.196  N1 1.020
9 H 1.851 0.888 1.058  N1 1.018
10 H -0.311 1.035 1.747  C2 1.087
11 H -0.230 1.418 -0.019  C2 1.085
12 H -2.883 -1.261 0.333  N4 1.003
13 H -3.912 0.174 1.693  C5 1.086
14 H -3.669 1.273 0.366  C5 1.068
15 H -2.556 1.232 1.777  C5 1.090
16 H 2.617 2.619 -1.361  O18 0.962
17 H 3.260 1.266 -1.605  O18 0.966
18 O 2.854 1.802 -0.911  H16 0.962, H17 0.966
19 H 1.197 -1.218 -2.581  O21 0.959
20 H 2.214 -2.208 -1.956  O21 0.964
21 O 1.856 -1.316 -1.890  H19 0.959, H20 0.964

Atomic partial charges in e from the Löwdin method, atoms 1 to 5: 0.171 -0.035 -0.490 0.045 -0.039


# 3
ORCA calculation (ωB97M-V with the def2-TZVPD basis set) on 2 unconnected molecules or ions with the total composition C3H13N3O in a non-equilibrium geometry.

The HOMO-LUMO gap is 10.114 eV. Its HOMO energy is -9.20 eV. The net charge is 0. As for the structure (SMILES): NCCNCN.O. Its energy above the lowest of the compared OMol25 structures with the same formula, charge and spin is 102.1 kJ/mol.

Last columns: bonded neighbours and bond lengths (Å).
Element x y z (Å)
1 C 0.689 -1.139 -0.091  N2 1.461, C5 1.511, H7 1.096, H8 1.104
2 N 0.360 0.234 -0.468  C1 1.461, C3 1.487, H9 1.011
3 C 1.258 1.235 0.166  N2 1.487, N4 1.430, H10 1.087, H11 1.105
4 N 1.265 2.559 -0.377  C3 1.430, H12 1.017, H13 1.009
5 C -0.278 -1.870 0.810  C1 1.511, N6 1.459, H14 1.104, H15 1.094
6 N -1.536 -2.144 0.123  C5 1.459, H16 1.018, H17 1.012
7 H 0.891 -1.772 -0.963  C1 1.096
8 H 1.691 -1.195 0.369  C1 1.104
9 H 0.524 0.270 -1.466  N2 1.011
10 H 1.045 1.231 1.232  C3 1.087
11 H 2.270 0.801 0.068  C3 1.105
12 H 0.327 2.902 -0.563  N4 1.017
13 H 1.710 2.548 -1.283  N4 1.009
14 H -0.384 -1.315 1.759  C5 1.104
15 H 0.177 -2.817 1.113  C5 1.094
16 H -2.037 -1.264 0.020  N6 1.018
17 H -2.131 -2.735 0.689  N6 1.012
18 H -2.485 1.930 -0.030  O20 0.975
19 H -1.216 1.205 -0.386  O20 0.991
20 O -2.140 1.335 -0.722  H18 0.975, H19 0.991

Atomic partial charges in e from the Löwdin method, atoms 1 to 5: -0.251 -0.088 -0.325 0.022 -0.298


# 4
ORCA calculation (ωB97M-V with the def2-TZVPD basis set) on 2 unconnected molecules or ions with the total composition C3H13N3O in a non-equilibrium geometry.

The HOMO-LUMO gap is 9.231 eV. Its HOMO energy is -8.60 eV. The net charge is 0. As for the structure (SMILES): NCCNCN.O. Its energy above the lowest of the compared OMol25 structures with the same formula, charge and spin is 311.4 kJ/mol.

Last columns: bonded neighbours and bond lengths (Å).
Element x y z (Å)
1 C 1.309 -0.826 -0.678  N2 1.457, C5 1.580, H7 1.144, H8 1.166
2 N 0.155 0.026 -0.933  C1 1.457, C3 1.412, H9 1.071
3 C -1.019 -0.688 -1.257  N2 1.412, N4 1.559, H10 1.150, H11 1.125
4 N -2.426 -0.022 -1.345  C3 1.559, H12 1.118, H13 1.020
5 C 2.332 -0.378 0.439  C1 1.580, N6 1.446, H14 1.177, H15 1.074
6 N 1.907 0.268 1.661  C5 1.446, H16 1.030, H17 1.018
7 H 0.935 -1.846 -0.321  C1 1.144
8 H 1.805 -0.878 -1.733  C1 1.166
9 H 0.007 0.728 -0.138  N2 1.071
10 H -0.992 -1.072 -2.341  C3 1.150
11 H -1.006 -1.474 -0.451  C3 1.125
12 H -2.573 0.476 -0.354  N4 1.118
13 H -2.186 0.741 -1.977  N4 1.020
14 H 3.297 0.014 -0.109  C5 1.177
15 H 2.771 -1.326 0.691  C5 1.074
16 H 2.408 -0.165 2.449  N6 1.030
17 H 1.010 0.667 1.932  N6 1.018
18 H -3.209 2.150 1.873  O20 1.013
19 H -2.246 1.842 0.839  O20 0.918
20 O -2.280 1.763 1.753  H18 1.013, H19 0.918

Atomic partial charges in e from the Löwdin method, atoms 1 to 5: -0.236 -0.144 -0.343 -0.008 -0.297